Density functional theory data (ωB97M-V/def2-TZVPD) for 12 unconnected molecules or ions with the total composition C36H72O24S6 in a non-equilibrium geometry.

Results
Total energy = -5609.45732 Eh
Energy relative to the best compared isomer or geometry (same formula, charge and spin) = 7.676 eV
Multiplicity = 1
Orbital gap = 8.19 eV
E_LUMO = -0.38 eV
F_max = 6.39 eV/A

Positions of all 138 atoms, in Å:
C  -0.450  0.848  4.705
C  1.082  0.995  4.611
C  1.509  2.274  3.691
O  2.200  3.048  4.616
C  2.031  2.643  5.891
O  2.259  3.201  6.949
O  1.531  1.429  5.911
H  -1.079  1.738  4.669
H  -0.885  0.279  5.527
H  -0.790  0.220  3.882
H  1.660  0.179  4.177
H  0.638  2.822  3.331
H  2.183  1.876  2.934
C  2.671  3.934  0.858
C  3.192  5.377  0.641
C  4.726  5.504  0.302
O  4.760  6.062  -0.942
C  3.513  6.392  -1.371
O  3.346  6.983  -2.395
O  2.631  6.046  -0.515
H  2.815  3.330  -0.038
H  1.587  3.846  0.797
H  3.113  3.537  1.773
H  2.982  5.987  1.519
H  5.154  4.514  0.148
H  5.177  6.043  1.135
C  -4.202  -1.845  3.953
C  -4.102  -0.546  4.834
C  -5.382  0.241  4.730
O  -5.385  0.597  6.158
C  -4.702  -0.171  6.885
O  -4.721  -0.273  8.071
O  -3.949  -0.932  6.134
H  -4.999  -2.559  4.159
H  -3.331  -2.499  3.988
H  -4.220  -1.454  2.936
H  -3.328  0.204  4.670
H  -6.179  -0.357  4.286
H  -5.301  1.179  4.181
C  -5.054  -0.528  -1.902
C  -6.262  -0.255  -0.987
C  -6.756  -1.167  0.100
O  -6.468  -0.444  1.329
C  -6.001  0.828  0.958
O  -5.803  1.716  1.784
O  -5.993  0.897  -0.363
H  -4.072  -0.469  -1.433
H  -5.031  0.240  -2.675
H  -5.155  -1.416  -2.526
H  -7.080  -0.121  -1.696
H  -6.220  -2.116  0.133
H  -7.824  -1.383  0.075
C  -0.116  -8.639  -3.104
C  0.609  -7.872  -1.989
C  1.912  -7.340  -2.497
O  2.168  -6.131  -2.057
C  1.097  -5.585  -1.651
O  1.033  -4.391  -1.299
O  0.101  -6.514  -1.756
H  0.060  -9.708  -2.985
H  0.079  -8.532  -4.171
H  -1.178  -8.481  -2.919
H  0.720  -8.262  -0.977
H  1.822  -7.313  -3.583
H  2.682  -8.048  -2.189
C  7.028  2.984  -1.312
C  6.968  1.432  -1.094
C  5.812  0.997  -0.114
O  5.136  -0.046  -0.812
C  5.640  -0.043  -2.118
O  5.229  -0.848  -2.932
O  6.457  1.017  -2.264
H  7.322  3.551  -0.429
H  6.121  3.492  -1.639
H  7.748  3.118  -2.120
H  7.981  1.106  -0.856
H  5.002  1.726  -0.086
H  6.117  0.780  0.909
C  4.272  4.975  -6.126
S  3.151  3.633  -5.544
O  3.777  2.325  -6.060
C  3.569  3.718  -3.739
H  4.285  5.833  -5.453
H  3.952  5.368  -7.091
H  5.294  4.605  -6.208
H  4.494  4.204  -3.430
H  3.368  2.829  -3.141
H  2.840  4.374  -3.264
C  -0.186  -2.562  3.981
S  1.636  -2.448  3.815
O  2.246  -3.239  4.935
C  1.795  -3.553  2.263
H  -0.806  -3.374  3.602
H  -0.655  -1.733  3.452
H  -0.226  -2.494  5.068
H  1.367  -3.111  1.364
H  1.107  -4.346  2.557
H  2.753  -4.039  2.077
C  0.865  -0.557  -0.708
S  0.224  -0.124  0.924
O  0.554  1.328  1.177
C  -1.552  -0.114  0.583
H  0.243  -0.399  -1.589
H  0.921  -1.645  -0.666
H  1.851  -0.139  -0.909
H  -1.658  0.503  -0.309
H  -1.956  0.279  1.516
H  -2.087  -1.024  0.307
C  -2.385  -6.011  0.629
S  -3.183  -4.465  1.170
O  -2.121  -3.593  1.813
C  -3.486  -3.611  -0.481
H  -2.550  -6.642  1.502
H  -1.389  -5.741  0.280
H  -2.929  -6.302  -0.270
H  -4.415  -3.909  -0.969
H  -2.733  -3.901  -1.214
H  -3.508  -2.524  -0.552
C  -2.371  3.360  -2.039
S  -0.872  3.431  -0.974
O  0.009  4.563  -1.545
C  -1.691  4.029  0.473
H  -2.034  2.915  -2.975
H  -2.505  4.375  -2.412
H  -3.287  2.966  -1.599
H  -2.503  3.414  0.862
H  -1.992  5.039  0.192
H  -0.971  4.158  1.281
C  0.015  0.628  -5.330
S  -0.950  -0.430  -4.175
O  -1.447  0.563  -3.119
C  -2.443  -0.688  -5.307
H  0.363  0.054  -6.189
H  0.856  0.936  -4.709
H  -0.320  1.589  -5.721
H  -2.564  0.055  -6.095
H  -3.358  -0.579  -4.726
H  -2.261  -1.676  -5.730


Density functional theory data (ωB97M-V/def2-TZVPD) for a gas-phase ion, C4H9N2O2 (charge +1) in a non-equilibrium geometry.

Results
Total energy = -417.33370 Eh
Energy relative to the best compared isomer or geometry (same formula, charge and spin) = 6.739 eV
Multiplicity = 1
Orbital gap (alpha / beta) = 8.35 / 8.35 eV
Total charge = +1
E_LUMO (alpha / beta) = -4.89 / -4.89 eV
F_max = 4.55 eV/A

Positions of all 17 atoms, in Å:
C  -1.673  -0.539  0.176
C  0.310  -0.934  -1.518
C  0.711  -0.402  0.786
C  -0.484  1.734  0.571
N  1.181  -0.483  -0.709
N  -0.695  0.295  0.900
O  0.729  -1.246  -2.692
O  0.706  -1.627  1.388
H  -2.370  0.150  -0.242
H  1.328  0.378  1.323
H  0.379  1.708  -0.118
H  -1.386  2.231  0.111
H  -0.264  2.387  1.487
H  2.213  -0.559  -0.789
H  -0.940  0.292  1.886
H  0.114  -1.256  -3.382
H  0.142  -2.130  0.821


Density functional theory data (ωB97M-V/def2-TZVPD) for 2 unconnected molecules or ions with the total composition C3H10N3S in a non-equilibrium geometry.

Results
Total energy = -682.34165 Eh
Energy relative to the best compared isomer or geometry (same formula, charge and spin) = 5.411 eV
Multiplicity = 1
Orbital gap (alpha / beta) = 7.53 / 7.54 eV
Total charge = +1
E_LUMO (alpha / beta) = -5.64 / -5.63 eV
F_max = 5.77 eV/A

Positions of all 17 atoms, in Å:
C  -1.838  -1.016  -0.352
C  1.259  1.155  0.704
C  0.484  2.411  1.071
N  0.614  0.103  0.611
N  1.171  -1.206  -0.723
N  -1.254  -2.012  -1.144
S  -0.745  -0.408  1.301
H  -2.040  -0.090  -0.923
H  -2.698  -1.429  0.040
H  2.319  1.347  0.302
H  0.020  2.655  0.051
H  1.085  3.247  1.363
H  -0.431  2.151  1.537
H  1.693  -0.561  -1.322
H  1.848  -1.720  -0.220
H  -1.130  -2.877  -0.647
H  -0.356  -1.752  -1.649


Density functional theory data (ωB97M-V/def2-TZVPD) for a molecular structure, C5H8O in a non-equilibrium geometry.

Results
Total energy = -270.44069 Eh
Energy relative to the best compared isomer or geometry (same formula, charge and spin) = 3.189 eV
Multiplicity = 1
Orbital gap = 9.98 eV
E_LUMO = 1.07 eV
F_max = 3.46 eV/A

Positions of all 14 atoms, in Å:
C  -0.810  -0.932  -0.216
C  0.171  0.082  -0.859
C  -0.671  1.074  -0.007
C  -0.430  -0.035  1.134
O  0.954  -0.411  1.209
C  1.454  -0.050  -0.069
H  -1.752  -0.952  -0.818
H  -0.517  -1.882  0.168
H  0.314  0.178  -1.945
H  -1.656  1.103  -0.537
H  -0.392  2.088  0.215
H  -0.780  -0.371  2.138
H  2.146  -0.809  -0.440
H  1.969  0.915  0.028


Density functional theory data (ωB97M-V/def2-TZVPD) for a molecular structure, C52H45AsN6O6S8W in a non-equilibrium geometry.

Results
Total energy = -8276.66099 Eh
Energy relative to the best compared isomer or geometry (same formula, charge and spin) = 0.000 eV
Multiplicity = 1
Orbital gap = 4.37 eV
E_LUMO = -0.97 eV
F_max = 2.13 eV/A

Positions of all 119 atoms, in Å:
W  -0.528  0.434  1.700
C  4.022  -0.492  1.690
O  4.081  0.927  1.981
C  3.365  1.397  3.062
C  4.059  1.849  4.162
C  3.391  2.479  5.195
C  2.016  2.581  5.161
C  1.276  2.018  4.139
C  -0.221  1.974  4.326
N  -0.982  1.833  3.067
N  -2.194  2.412  3.159
C  -2.839  2.080  2.077
O  -2.144  1.443  1.152
C  -4.300  2.180  1.911
C  -4.961  1.380  0.966
C  -6.364  1.357  0.916
C  -7.087  2.102  1.839
C  -6.447  2.862  2.819
C  -5.061  2.909  2.855
C  1.958  1.462  3.058
O  1.257  1.041  1.965
H  4.621  -1.063  2.378
H  4.359  -0.627  0.651
H  2.987  -0.842  1.804
H  5.133  1.697  4.159
H  3.916  2.885  6.050
H  1.474  3.071  5.964
H  -0.550  2.889  4.822
H  -4.384  0.733  0.316
H  -6.895  0.765  0.169
H  -8.168  2.082  1.786
H  -7.004  3.410  3.556
H  -4.541  3.461  3.630
S  1.122  -3.087  6.436
As  2.090  -1.372  5.732
S  -0.012  -0.738  3.736
S  -0.785  0.494  5.248
S  3.908  -1.759  4.775
N  0.172  -1.422  1.084
S  0.997  -2.129  0.062
N  1.923  -1.262  -1.038
S  1.557  -0.263  -2.097
N  0.092  -0.011  -2.636
S  -0.803  0.880  -1.625
N  -0.252  0.790  -0.254
C  -0.756  2.533  -2.190
C  -0.404  3.495  -1.260
C  -0.269  4.799  -1.701
C  -0.464  5.090  -3.036
C  -0.813  4.110  -3.961
C  -0.968  2.800  -3.540
C  -2.426  0.349  -1.994
C  -2.646  -1.017  -2.219
C  -3.925  -1.419  -2.524
C  -4.960  -0.497  -2.638
C  -4.735  0.844  -2.385
C  -3.453  1.292  -2.069
C  2.337  1.306  -1.794
C  2.854  1.586  -0.548
C  3.397  2.842  -0.323
C  3.389  3.786  -1.326
C  2.873  3.482  -2.577
C  2.341  2.229  -2.848
C  2.338  -0.752  -3.597
C  3.619  -1.219  -3.419
C  4.368  -1.471  -4.551
C  3.842  -1.247  -5.804
C  2.533  -0.800  -5.947
C  1.773  -0.515  -4.832
C  0.124  -3.233  -1.052
C  0.597  -3.487  -2.339
C  -0.102  -4.379  -3.149
C  -1.206  -5.041  -2.661
C  -1.633  -4.838  -1.351
C  -0.983  -3.915  -0.535
C  2.142  -3.167  0.867
C  3.414  -3.457  0.350
C  4.254  -4.215  1.168
C  3.824  -4.622  2.419
C  2.569  -4.314  2.917
C  1.682  -3.598  2.136
H  -0.231  3.230  -0.234
H  0.011  5.576  -1.001
H  -0.342  6.124  -3.357
H  -0.972  4.353  -5.009
H  -1.205  1.996  -4.231
H  -1.835  -1.743  -2.111
H  -4.105  -2.483  -2.632
H  -5.961  -0.838  -2.895
H  -5.549  1.554  -2.439
H  -3.265  2.329  -1.857
H  2.815  0.857  0.240
H  3.793  3.073  0.667
H  3.794  4.786  -1.132
H  2.856  4.220  -3.371
H  1.905  1.983  -3.801
H  3.987  -1.368  -2.416
H  5.383  -1.861  -4.444
H  4.435  -1.450  -6.682
H  2.091  -0.631  -6.905
H  0.764  -0.107  -4.896
H  1.506  -3.039  -2.704
H  0.251  -4.571  -4.149
H  -1.745  -5.729  -3.311
H  -2.464  -5.416  -0.965
H  -1.324  -3.729  0.481
H  3.727  -3.084  -0.622
H  5.238  -4.512  0.832
H  4.501  -5.217  3.011
H  2.258  -4.624  3.912
H  0.687  -3.362  2.508
C  -4.496  -1.900  2.165
S  -2.751  -1.773  1.827
O  -2.120  -2.991  2.277
O  -2.605  -1.434  0.407
O  -2.344  -0.518  2.585
H  -4.828  -2.791  1.631
H  -4.988  -1.021  1.792
H  -4.651  -2.042  3.236


Density functional theory data (ωB97M-V/def2-TZVPD) for 2 unconnected molecules or ions with the total composition C4H5ClN2 in a non-equilibrium geometry.

Results
Total energy = -724.90916 Eh
Energy relative to the best compared isomer or geometry (same formula, charge and spin) = 6.162 eV
Multiplicity = 1
Orbital gap = 9.83 eV
E_LUMO = 0.56 eV
F_max = 6.39 eV/A

Positions of all 12 atoms, in Å:
C  0.517  0.881  -1.450
C  0.968  0.715  -0.398
C  -2.833  0.065  -0.302
C  1.508  0.557  0.993
N  -2.226  -1.205  -0.376
N  -2.075  -0.016  -1.348
Cl  -3.864  0.798  0.714
H  0.053  0.978  -2.442
H  -2.958  -1.768  -0.880
H  2.126  -0.308  1.063
H  2.052  1.475  1.160
H  0.688  0.396  1.631


Density functional theory data (ωB97M-V/def2-TZVPD) for 2 unconnected molecules or ions with the total composition C5H11N2 in a non-equilibrium geometry.

Results
Total energy = -306.06976 Eh
Energy relative to the best compared isomer or geometry (same formula, charge and spin) = 4.595 eV
Multiplicity = 3
Orbital gap (alpha / beta) = 7.55 / 8.96 eV
Total charge = +1
E_LUMO (alpha / beta) = -2.78 / -5.83 eV
F_max = 7.03 eV/A

Positions of all 18 atoms, in Å:
C  -2.307  1.561  0.517
C  -2.069  0.752  1.350
C  0.789  -2.908  -0.319
C  1.019  1.905  0.238
C  0.575  -0.407  0.106
N  0.383  -1.460  -0.606
N  0.185  0.854  -0.421
H  -2.625  2.420  0.000
H  1.735  -2.961  -0.973
H  0.897  -2.984  0.679
H  0.031  -3.639  -0.596
H  1.529  2.408  -0.533
H  0.492  2.604  0.853
H  1.814  1.269  0.822
H  -1.832  -0.093  1.869
H  0.077  -1.452  -1.633
H  -0.845  1.110  0.068
H  0.152  1.021  -1.420


Density functional theory data (ωB97M-V/def2-TZVPD) for a molecular structure, C4H6LiO2Tl in a non-equilibrium geometry.

Results
Total energy = -486.18204 Eh
Energy relative to the best compared isomer or geometry (same formula, charge and spin) = 0.000 eV
Multiplicity = 2
Orbital gap (alpha / beta) = 6.00 / 7.24 eV
Total charge = +1
E_LUMO (alpha / beta) = -4.44 / -4.50 eV
F_max = 2.55 eV/A

Positions of all 14 atoms, in Å:
O  -1.303  0.361  -0.786
C  -2.108  0.254  0.198
C  -2.954  -0.645  0.743
Tl  0.700  1.661  -0.784
Li  -0.943  -1.209  -1.788
H  -3.633  -1.188  0.071
H  -3.326  -0.503  1.758
C  2.209  -1.233  -0.208
C  1.705  -2.452  0.091
O  1.834  -0.089  0.452
H  3.138  -1.078  -0.760
H  2.252  -3.336  -0.235
H  0.876  -2.552  0.798
H  1.417  -0.301  1.299